[1]
6 unconnected molecules or ions with the total composition C14H41NO6. Source: the Open Molecules 2025 dataset; level of theory: the ωB97M-V functional and the def2-TZVPD basis.

CARTESIAN COORDINATES (ANGSTROEM)
O1 -5.437 -28.246 13.243
O2 -4.158 -28.666 15.880
O3 -3.547 -24.650 13.373
O4 -2.057 -29.441 20.025
O5 0.634 -32.587 15.395
O6 3.822 -30.075 12.434
N1 -4.291 -27.072 18.428
C1 -5.197 -27.367 12.160
C2 -1.401 -33.515 16.273
C3 -3.311 -28.798 19.722
C4 -2.265 -29.949 15.021
C5 2.135 -29.611 14.009
C6 -2.684 -26.376 20.076
C7 -3.097 -27.441 19.100
C8 -2.316 -24.648 14.065
C9 2.443 -29.843 12.579
C10 0.050 -33.446 16.392
C11 -3.937 -27.859 11.544
C12 -2.055 -30.639 20.832
C13 -2.271 -25.846 14.963
C14 -3.478 -29.885 15.908
H1 -1.925 -32.610 16.580
H2 0.298 -33.053 17.377
H3 -1.748 -26.579 20.596
H4 -3.874 -28.947 11.589
H5 -4.318 -27.644 17.596
H6 -2.207 -23.699 14.590
H7 -3.234 -24.652 12.466
H8 -5.189 -26.353 12.560
H9 -2.341 -27.491 18.317
H10 -1.516 -24.662 13.325
H11 -3.009 -29.925 16.891
H12 2.671 -28.713 14.315
H13 -1.386 -25.976 15.585
H14 -1.034 -31.012 20.915
H15 1.968 -30.699 12.100
H16 1.083 -31.892 15.882
H17 -4.572 -28.631 15.015
H18 -3.999 -28.993 20.544
H19 -3.041 -27.706 12.146
H20 -2.557 -29.593 14.033
H21 -2.342 -26.690 14.277
H22 -1.958 -30.980 14.847
H23 -3.138 -25.950 15.615
H24 4.023 -30.400 11.553
H25 -4.374 -26.100 18.165
H26 -2.525 -30.557 21.812
H27 -1.500 -29.334 15.495
H28 -6.316 -28.064 13.585
H29 -1.671 -33.705 15.234
H30 -2.529 -25.356 19.722
H31 2.480 -30.475 14.578
H32 -3.429 -26.213 20.854
H33 1.090 -29.569 14.315
H34 -1.806 -34.280 16.936
H35 -3.791 -29.442 18.984
H36 2.118 -29.036 11.923
H37 -2.592 -31.362 20.218
H38 -5.898 -27.322 11.326
H39 -3.816 -27.538 10.510
H40 0.430 -34.467 16.412
H41 -4.220 -30.683 15.886

As for the spin multiplicity: 1. The frontier orbital gap is 9.2 eV. The value obtained for the energy above the lowest of the compared OMol25 structures with the same formula, charge and spin is 25.3 kcal/mol. The value obtained for the total energy is -28954.6440 eV. The value obtained for the LUMO energy is 0.59 eV.

natural (NBO) atomic charge list, values in e, 5 entries:
1. O -0.743
2. O -0.750
3. O -0.722
4. O -0.568
5. O -0.725

---

[2]
7 unconnected molecules or ions with the total composition C14H41O7. Source: the Open Molecules 2025 dataset; level of theory: the ωB97M-V functional and the def2-TZVPD basis.

CARTESIAN COORDINATES (ANGSTROEM)
O1 12.028 11.963 12.340
O2 7.516 15.440 5.854
O3 2.700 12.526 6.571
O4 3.966 15.872 1.377
O5 12.359 20.178 6.452
O6 6.073 17.713 10.605
O7 9.538 9.740 5.385
C1 13.462 20.906 6.184
C2 3.536 18.360 1.389
C3 11.944 14.285 13.423
C4 1.696 11.551 6.142
C5 5.570 18.874 11.232
C6 10.059 9.436 4.121
C7 13.503 21.522 4.790
C8 11.312 10.273 3.929
C9 10.334 8.007 3.997
C10 12.527 13.266 12.394
C11 2.982 16.910 1.152
C12 2.305 10.207 5.701
C13 4.389 19.498 10.558
C14 12.490 13.970 10.978
H1 13.491 21.766 6.854
H2 14.331 22.226 4.706
H3 2.699 9.728 6.597
H4 1.486 9.633 5.268
H5 5.702 16.891 10.935
H6 3.283 19.085 0.616
H7 3.389 15.152 1.641
H8 12.298 13.980 14.408
H9 10.972 7.681 4.818
H10 4.108 20.439 11.030
H11 5.363 18.487 12.229
H12 3.092 12.177 7.375
H13 11.658 20.815 6.294
H14 2.133 16.705 1.805
H15 13.682 20.780 4.012
H16 4.660 19.771 9.538
H17 0.966 11.278 6.903
H18 11.558 13.829 10.431
H19 10.736 7.716 3.027
H20 3.158 18.764 2.329
H21 10.871 14.099 13.452
H22 3.567 18.784 10.499
H23 6.594 15.597 5.636
H24 12.054 15.365 13.325
H25 3.092 10.219 4.947
H26 13.232 13.522 10.316
H27 9.371 7.500 4.043
H28 7.656 14.494 5.936
H29 11.651 10.131 2.903
H30 2.593 16.839 0.137
H31 4.624 18.309 1.441
H32 1.152 11.950 5.285
H33 13.595 13.214 12.602
H34 14.286 20.242 6.446
H35 12.549 21.959 4.497
H36 7.731 15.961 6.631
H37 11.166 11.345 4.068
H38 12.566 15.056 11.031
H39 9.422 9.628 3.258
H40 6.338 19.638 11.359
H41 12.169 10.080 4.573

Its charge is -1. As for the spin multiplicity: 1. The frontier orbital gap is 1.6 eV. The value obtained for the energy above the lowest of the compared OMol25 structures with the same formula, charge and spin is 132.2 kcal/mol. The value obtained for the total energy is -29505.2107 eV. The value obtained for the LUMO energy is -0.60 eV.

natural (NBO) atomic charge list, values in e, 5 entries:
1. O -0.911
2. O -0.821
3. O -0.734
4. O -0.719
5. O -0.687

---

[3]
8 unconnected molecules or ions with the total composition C14H42BF4O14. Source: the Open Molecules 2025 dataset; level of theory: the ωB97M-V functional and the def2-TZVPD basis.

CARTESIAN COORDINATES (ANGSTROEM)
F1 -0.563 0.381 -0.460
F2 0.483 -0.988 -1.744
F3 0.243 -1.393 0.482
F4 -1.544 -1.568 -1.011
O1 4.827 0.762 -0.384
O2 -7.104 -0.648 -1.080
O3 -3.347 2.019 3.379
O4 4.823 2.579 -4.702
O5 -1.429 5.777 -3.934
O6 -3.891 -5.316 0.006
O7 -0.864 -5.846 0.555
O8 -7.862 0.668 1.132
O9 -5.707 2.963 5.001
O10 1.381 -3.424 6.737
O11 4.129 -0.389 -5.620
O12 -1.415 2.858 -4.407
O13 7.824 1.162 -0.728
O14 4.340 -3.812 6.594
C1 -3.744 3.359 3.546
C2 5.250 1.854 -5.810
C3 -1.665 -6.421 -0.445
C4 5.761 -0.160 0.211
C5 -3.179 -6.493 -0.106
C6 2.210 -2.810 5.678
C7 -0.282 4.958 -3.890
C8 -4.362 3.466 4.967
C9 3.671 -2.605 6.301
C10 -0.420 3.722 -4.793
C11 -6.769 0.719 -0.947
C12 7.192 0.489 0.410
C13 -7.830 1.376 -0.067
C14 5.340 0.345 -5.467
B1 -0.356 -0.930 -0.655
H1 -3.659 -7.018 -0.932
H2 3.494 -2.082 7.241
H3 -2.842 3.971 3.545
H4 1.429 -4.343 6.464
H5 -1.335 -7.435 -0.670
H6 3.564 -0.322 -4.846
H7 -3.330 -4.614 -0.330
H8 8.490 0.585 -1.109
H9 -2.172 5.374 -3.479
H10 0.598 5.555 -4.127
H11 -0.732 -4.902 0.442
H12 -4.510 3.751 2.877
H13 0.533 3.196 -4.850
H14 -6.624 -0.938 -1.859
H15 -3.315 -6.934 0.881
H16 5.947 -0.091 -6.260
H17 -0.697 4.149 -5.757
H18 -8.742 1.440 -0.659
H19 -6.801 1.165 -1.941
H20 5.214 -3.566 6.905
H21 1.827 -1.808 5.483
H22 -7.536 1.272 1.803
H23 5.798 0.205 -4.488
H24 2.337 -3.332 4.730
H25 -0.198 4.555 -2.881
H26 7.865 -0.369 0.435
H27 6.224 2.215 -6.141
H28 -1.483 -5.817 -1.334
H29 4.032 -1.876 5.575
H30 -2.729 1.962 2.647
H31 -5.810 0.758 -0.429
H32 4.104 0.215 -0.699
H33 -3.771 2.794 5.590
H34 5.263 2.245 -3.916
H35 -1.214 2.313 -3.643
H36 -5.793 2.669 5.911
H37 4.605 2.080 -6.658
H38 7.309 0.997 1.367
H39 5.296 -0.430 1.159
H40 -4.237 4.459 5.399
H41 5.883 -1.048 -0.410
H42 -7.421 2.346 0.213

Its charge is -1. As for the spin multiplicity: 1. The frontier orbital gap is 9.7 eV. The value obtained for the energy above the lowest of the compared OMol25 structures with the same formula, charge and spin is 86.3 kcal/mol. The value obtained for the total energy is -55412.6888 eV. The value obtained for the LUMO energy is 2.01 eV.

Löwdin atomic charge list, values in e, 5 entries:
1. F 0.138
2. F 0.098
3. F 0.124
4. F 0.090
5. O -0.078

---

Q: Among the records above, which one has the highest energy above the lowest of the compared OMol25 structures with the same formula, charge and spin?
A: C14H41O7

---

Q: Which value of energy above the lowest of the compared OMol25 structures with the same formula, charge and spin does entry 2 give?
A: 132.2 kcal/mol

---

Q: Number 3 is which compound?
A: C14H42BF4O14